# 1
Entry from the OMol25 dataset: C41H36BiCl2N12O6SSe as an isolated structure (the ωB97M-V functional and the def2-TZVPD basis).

The charge is -2. The value obtained for the HOMO energy (alpha / beta) is -0.7673 / -2.7474 eV. The multiplicity is 2. Its energy above the lowest of the compared OMol25 structures with the same formula, charge and spin is 0.00 kcal/mol.

```
100
Properties=species:S:1:pos:R:3:forces:R:3
Bi -0.395 -0.846 0.900 0.2 -0.3 -0.3
N 2.300 -4.180 -1.442 0.0 0.1 0.0
C 1.365 -3.356 -0.799 0.3 -0.1 0.0
S 1.924 -2.504 0.602 -0.1 0.0 0.0
N 0.192 -3.351 -1.334 0.0 -0.1 0.0
N -0.769 -2.638 -0.671 -0.1 0.2 0.1
C -1.996 -2.730 -1.177 0.0 0.0 0.0
C -2.243 -3.437 -2.460 0.0 0.0 0.0
C -2.962 -4.625 -2.522 0.0 0.0 0.0
C -3.200 -5.245 -3.744 0.0 0.0 0.0
C -2.716 -4.683 -4.915 0.0 0.0 0.0
C -1.989 -3.497 -4.859 0.0 0.0 0.0
C -1.754 -2.881 -3.641 0.0 0.0 0.0
C -3.039 -2.044 -0.524 0.1 0.0 0.0
C -4.400 -2.087 -0.933 0.0 0.0 0.0
C -5.356 -1.452 -0.197 0.0 0.0 0.0
C -4.984 -0.742 0.971 -0.1 0.0 0.0
C -3.651 -0.676 1.284 0.1 0.0 0.0
N -2.693 -1.276 0.565 -0.1 0.0 0.1
H 3.253 -3.871 -1.334 0.0 0.0 0.0
H 2.034 -4.393 -2.394 0.0 0.0 0.0
H -3.330 -5.064 -1.603 0.0 0.0 0.0
H -3.760 -6.172 -3.777 0.0 0.0 0.0
H -2.898 -5.166 -5.868 0.0 0.0 0.0
H -1.603 -3.055 -5.770 0.0 0.0 0.0
H -1.187 -1.959 -3.576 0.0 0.0 0.0
H -4.660 -2.639 -1.827 0.0 0.0 0.0
H -6.394 -1.494 -0.507 0.0 0.0 0.0
H -5.711 -0.235 1.589 0.0 0.0 0.0
H -3.300 -0.116 2.142 0.0 0.0 0.0
Cl -1.904 -4.425 4.238 0.0 0.0 0.0
C -0.540 -3.394 4.551 0.0 0.0 0.0
C 0.158 -3.560 5.754 0.0 0.0 0.0
C 1.230 -2.772 6.050 0.0 0.0 0.0
Cl 2.077 -3.011 7.567 0.0 0.0 0.0
C 1.660 -1.771 5.149 0.0 0.0 0.0
C 2.754 -0.903 5.367 0.0 0.0 0.0
C 3.075 0.029 4.425 0.0 0.0 0.0
C 2.311 0.108 3.243 0.0 0.0 0.0
N 1.297 -0.686 3.020 0.0 0.0 0.0
C 0.951 -1.616 3.938 0.0 0.0 0.0
C -0.191 -2.438 3.603 0.0 0.0 -0.1
O -0.850 -2.290 2.504 0.0 0.0 0.1
H -0.166 -4.324 6.447 0.0 0.0 0.0
H 3.321 -0.989 6.284 0.0 0.0 0.0
H 3.903 0.710 4.570 0.0 0.0 0.0
H 2.522 0.844 2.475 0.0 0.0 0.0
C 1.895 -0.383 -3.016 0.0 0.0 0.0
N 2.502 0.337 -1.903 -0.1 0.2 0.1
C 3.808 -0.246 -1.623 0.0 -0.1 0.0
N 4.705 -0.179 -2.794 0.0 0.0 0.0
C 4.042 -0.879 -3.899 0.0 0.0 0.0
N 2.732 -0.314 -4.232 0.0 0.0 0.0
C 2.925 1.100 -4.562 0.0 0.0 0.0
N 3.555 1.859 -3.480 0.0 0.0 0.0
C 2.697 1.733 -2.285 0.1 0.0 -0.1
C 4.839 1.230 -3.175 0.0 0.0 0.0
H 0.909 0.036 -3.223 0.0 0.0 0.0
H 1.760 -1.428 -2.733 0.0 0.0 0.0
H 3.671 -1.286 -1.328 0.0 0.0 0.0
H 4.265 0.289 -0.788 0.0 0.0 0.0
H 3.909 -1.927 -3.620 0.0 0.0 0.0
H 4.685 -0.828 -4.783 0.0 0.0 0.0
H 1.951 1.544 -4.781 0.0 0.0 0.0
H 3.554 1.171 -5.456 0.0 0.0 0.0
H 1.733 2.190 -2.509 0.1 0.0 0.0
H 3.148 2.277 -1.454 0.0 0.0 0.0
H 5.308 1.774 -2.352 0.0 0.0 0.0
H 5.485 1.296 -4.056 0.0 0.0 0.0
O -1.044 0.019 -1.757 0.0 0.0 0.0
N -1.264 1.274 -1.982 0.0 0.1 0.0
C -0.456 2.215 -1.455 0.0 -0.1 0.0
C -0.673 3.555 -1.697 0.0 0.0 0.0
C -1.741 3.949 -2.484 0.0 0.0 0.0
C -2.569 2.966 -3.013 0.0 0.0 0.0
C -2.314 1.640 -2.751 -0.1 0.0 0.0
H 0.353 1.844 -0.844 -0.1 0.0 0.1
H 0.013 4.264 -1.249 0.0 0.0 0.0
H -1.930 4.996 -2.680 0.0 0.0 0.0
H -3.422 3.217 -3.628 0.0 0.0 0.0
H -2.909 0.810 -3.103 0.0 0.0 0.0
O -1.767 1.909 0.947 0.0 0.0 -0.1
C -1.451 1.761 2.136 0.0 0.1 0.0
O -1.219 0.654 2.706 -0.1 0.0 0.1
C -1.325 2.996 3.011 0.0 0.0 0.0
C -1.275 4.253 2.427 0.0 0.0 0.0
C -1.139 5.388 3.209 0.0 0.0 0.0
C -1.074 5.237 4.583 0.0 0.0 0.0
C -1.107 3.991 5.193 0.0 0.0 0.1
C -1.225 2.869 4.395 0.0 0.0 0.0
N -0.958 6.435 5.425 -0.2 0.0 0.0
O -0.986 7.526 4.883 0.1 -0.1 0.1
O -0.875 6.283 6.633 0.1 0.0 -0.1
H -1.318 4.326 1.349 0.0 0.0 0.0
H -1.062 6.369 2.767 0.0 0.0 0.0
H -1.036 3.921 6.268 0.0 0.0 0.0
H -1.232 1.875 4.822 0.0 0.0 0.0
Se 1.932 5.254 0.799 0.0 0.0 -0.1
C 1.721 3.450 0.868 0.1 0.0 0.1
N 1.591 2.294 0.908 0.0 0.0 0.0
```
Positions in Å, forces in eV/Å.

Here are the Löwdin charges for atoms 1 to 6, given in e:
1. Bi 1.828
2. N 0.022
3. C -0.921
4. S 0.516
5. N -0.010
6. N -0.123

# 2
Entry from the OMol25 dataset: C25H48P4STc as an isolated structure at a distorted geometry (the ωB97M-V functional and the def2-TZVPD basis).

The charge is +4. The value obtained for the HOMO energy (alpha / beta) is -19.7446 / -19.6054 eV. The multiplicity is 4. Its energy above the lowest of the compared OMol25 structures with the same formula, charge and spin is 0.00 kcal/mol.

```
79
Properties=species:S:1:pos:R:3:forces:R:3
Tc 0.053 0.327 -0.084 -1.3 -4.1 2.1
P -1.543 1.848 0.253 -1.5 2.6 0.5
P -1.886 -1.385 1.209 -1.0 -0.4 0.2
P 1.657 1.641 -0.934 1.0 1.3 -0.5
H -1.320 -2.703 -0.937 1.3 -0.5 -0.4
C -0.284 -2.508 -1.299 0.2 1.6 0.3
C 0.817 -2.391 -0.495 -0.3 0.0 0.0
H 0.832 -2.709 0.562 -0.4 0.1 -0.9
C -2.628 1.939 -1.224 0.2 -0.4 0.0
C -2.775 1.915 1.616 0.0 -0.2 0.0
C -0.948 3.581 0.421 0.0 -0.2 -0.1
C -1.611 -3.192 1.517 0.4 0.0 -0.1
C -2.773 -1.172 2.826 0.2 0.5 0.1
C -3.327 -1.448 0.058 0.2 0.0 0.1
C 3.189 0.710 -1.248 0.0 -0.3 -0.2
C 2.369 3.140 -0.165 -0.2 -0.1 0.0
C 0.999 2.283 -2.510 0.0 0.4 -0.4
H -0.260 -2.170 -2.353 0.1 -0.8 0.9
H 1.828 -2.067 -0.821 -0.8 -0.4 -0.3
H -3.312 2.791 -1.103 0.2 -0.2 -0.1
H -3.210 1.011 -1.323 0.1 0.3 0.0
H -2.016 2.083 -2.124 -0.3 0.1 0.1
H -3.250 2.907 1.600 0.1 -0.3 -0.1
H -2.274 1.799 2.587 -0.3 0.0 -0.3
H -3.559 1.156 1.497 0.3 0.3 0.1
H -1.818 4.219 0.632 0.3 -0.1 -0.2
H -0.458 3.913 -0.504 -0.1 0.0 0.4
H -0.252 3.650 1.270 -0.2 0.1 -0.3
H -2.588 -3.659 1.737 0.4 0.3 -0.1
H -0.960 -3.290 2.400 -0.2 -0.1 -0.2
H -1.143 -3.713 0.679 -0.2 -0.1 0.4
H -3.711 -1.755 2.796 0.4 0.2 0.0
H -2.999 -0.124 3.040 -0.1 -0.4 0.0
H -2.132 -1.551 3.636 -0.4 0.0 -0.4
H -3.931 -2.334 0.292 0.0 0.3 -0.1
H -2.955 -1.516 -0.968 -0.3 0.0 0.0
H -3.945 -0.549 0.157 0.1 -0.2 0.0
H 3.751 1.283 -2.001 0.1 -0.3 0.3
H 2.985 -0.305 -1.619 0.3 0.5 0.1
H 3.757 0.631 -0.308 -0.1 0.1 -0.4
H 2.767 3.721 -1.008 0.1 0.0 0.4
H 3.166 2.841 0.527 -0.1 0.3 -0.4
H 1.620 3.725 0.379 0.3 -0.1 -0.3
H 1.755 2.110 -3.296 -0.4 0.5 0.2
H 0.801 3.354 -2.358 0.2 -0.2 -0.3
H 0.043 1.826 -2.826 0.6 0.3 0.2
C 1.174 -1.303 -4.998 -0.8 -0.4 -0.3
C 0.616 -0.663 -6.123 -0.5 0.1 -1.8
C 0.878 -1.127 -7.418 -0.7 1.1 0.8
C 1.661 -2.266 -7.655 0.1 -0.1 0.1
C 2.161 -2.959 -6.528 0.3 -0.3 1.6
C 1.916 -2.506 -5.222 0.9 -0.7 -0.5
S 1.156 -0.595 -3.408 0.2 -0.4 1.0
H -0.063 -0.166 -2.611 1.2 -0.8 -2.6
H -0.013 0.212 -5.969 0.2 -0.1 -0.2
H 0.468 -0.589 -8.266 0.0 0.0 0.1
H 1.870 -2.635 -8.678 -0.2 0.3 0.7
H 2.753 -3.872 -6.681 -0.3 0.4 0.2
H 2.309 -3.075 -4.366 -0.2 0.3 -0.5
C 2.215 1.468 2.515 -0.4 0.2 0.2
P 1.078 0.126 1.946 1.3 0.1 1.7
C 2.279 -1.235 2.230 -0.3 -0.3 -0.2
C 0.195 0.040 3.617 0.4 -0.6 -0.6
C 0.193 -1.108 4.449 -0.6 -1.0 1.5
C -0.456 -1.090 5.697 1.4 -1.5 -1.4
C -1.098 0.074 6.156 -0.3 -0.1 0.7
C -1.072 1.215 5.348 0.4 1.4 -1.6
C -0.391 1.206 4.125 -1.4 1.4 1.5
H 3.147 1.452 1.938 -0.3 -0.1 0.1
H 2.473 1.287 3.568 0.0 0.1 -0.3
H 1.725 2.446 2.431 0.3 -0.2 0.0
H 2.728 -1.107 3.224 -0.1 0.0 -0.3
H 1.784 -2.212 2.188 0.4 0.1 0.0
H 3.079 -1.180 1.482 -0.2 -0.1 0.1
H 0.667 -2.047 4.122 -0.3 0.6 0.2
H -0.457 -1.998 6.321 0.0 0.5 -0.4
H -1.583 0.083 7.142 0.2 0.0 -0.4
H -1.582 2.121 5.685 0.3 -0.2 -0.1
H -0.334 2.139 3.558 0.0 -0.3 0.2
```
Positions in Å, forces in eV/Å.

Here are the Löwdin charges for atoms 1 to 6, given in e:
1. Tc 0.400
2. P 0.650
3. P 0.805
4. P 0.620
5. H 0.032
6. C -0.079

# 3
Entry from the OMol25 dataset: an isolated ion of composition C3H7N2 and charge +1 at a distorted geometry (the ωB97M-V functional and the def2-TZVPD basis).

The charge is +1. The value obtained for the HOMO energy is -15.0843 eV. Its energy above the lowest of the compared OMol25 structures with the same formula, charge and spin is 46.03 kcal/mol. Its SMILES is C1=NC[NH2+]C1.

```
12
Properties=species:S:1:pos:R:3:forces:R:3
C 1.324 0.873 0.257 0.5 0.1 3.4
C 0.329 0.017 0.980 -0.8 -0.5 1.5
C -0.316 0.322 -1.368 2.9 4.1 3.9
N 1.262 1.011 -0.940 -4.3 -0.8 -5.4
N -0.515 -0.562 -0.104 -0.4 -0.4 -3.4
H 2.136 1.445 0.684 0.2 -0.4 1.0
H 0.782 -0.866 1.407 0.5 0.1 0.6
H -0.309 0.474 1.782 0.6 -0.1 -0.9
H -0.927 1.262 -1.470 0.2 -1.5 0.3
H -0.120 -0.206 -2.209 0.0 -1.8 -2.5
H -0.074 -1.435 -0.511 -0.7 0.8 1.3
H -1.525 -0.785 0.095 1.2 0.5 0.1
```
Positions in Å, forces in eV/Å.

Here are the Löwdin charges for atoms 1 to 6, given in e:
1. C -0.212
2. C -0.082
3. C 0.045
4. N 0.145
5. N 0.051
6. H 0.138